(1)
Computed, not measured: a molecular structure, C14H9N4O4S2SeW, with ωB97M-V/def2-TZVPD.

Kohn-Sham gap in eV: 6.49
Total charge: +1
Relative energy (zero: lowest compared OMol25 entry of this formula, charge and spin) in eV: 0.210
E in Eh: -4323.4563

Element x y z (Å)
W  1.74798  -1.55035  -0.50494
S  3.13578  -0.82991  1.35531
C  2.75528  0.71164  0.65479
N  2.05356  0.61927  -0.44975
C  1.62828  1.86049  -0.91722
C  0.87735  2.11301  -2.06015
C  0.58173  3.42829  -2.35889
C  1.02792  4.47525  -1.54616
C  1.78045  4.23072  -0.41355
C  2.07200  2.90746  -0.10498
S  2.98741  2.29129  1.25228
H  0.54549  1.30028  -2.69147
H  -0.00026  3.65434  -3.24171
H  0.78260  5.49482  -1.80912
H  2.12790  5.04187  0.21123
O  0.10651  -1.09050  -1.53156
N  -1.07505  -1.27646  -0.98975
N  -0.99795  -1.27115  0.26069
O  0.17507  -1.16114  0.85041
C  -2.17654  -1.42380  1.07897
C  -2.00229  -1.84006  2.38710
C  -3.13279  -2.00307  3.17136
C  -4.39118  -1.75203  2.64331
C  -4.53337  -1.33176  1.32628
C  -3.41941  -1.15852  0.52479
H  -1.01333  -2.03537  2.77416
H  -3.02716  -2.33068  4.19594
H  -5.26875  -1.88183  3.26174
H  -5.51563  -1.13133  0.92201
H  -3.51067  -0.82411  -0.49824
O  1.25382  -3.33271  -0.87034
O  1.99660  -3.21392  0.35371
Se  5.22974  -3.02973  -3.12302
C  4.03640  -2.14504  -2.33696
N  3.16250  -1.51530  -1.77627

(2)
Computed, not measured: 7 unconnected molecules or ions with the total composition C47H106NO8 in a non-equilibrium geometry, with ωB97M-V/def2-TZVPD.

Kohn-Sham gap in eV: 3.44
Total charge: -1
E in Eh: -2510.4818

Element x y z (Å)
C  -1.95214  -2.52408  5.02008
C  -0.55818  -2.05016  5.75968
C  0.64100  -1.92389  4.61324
C  1.31921  -3.38822  4.27943
C  0.61828  -4.18445  3.01887
C  1.64910  -4.43557  1.76371
C  1.04753  -3.87337  0.31222
C  1.76105  -2.42127  -0.10720
C  0.97444  -1.23099  0.70838
C  1.14367  0.26529  0.01341
C  0.06375  1.26003  0.81266
C  -1.34191  1.16112  -0.07686
C  -2.42846  2.33825  0.27890
N  -3.15577  2.16507  1.59301
C  -3.85696  0.82986  1.69736
C  -4.85984  0.46709  0.45278
C  -5.61916  -1.00406  0.69120
C  -6.48945  -1.06958  2.07890
C  -5.62075  -1.57424  3.39958
C  -6.44062  -2.59340  4.38779
C  -6.53841  -4.14373  3.86441
C  -5.46705  -4.55334  2.69324
O  -5.53885  -5.96240  2.26164
C  -4.99046  -5.93024  0.86833
C  -3.52089  -5.18389  0.60849
O  -5.63702  -6.46411  -0.19524
H  -2.01382  -3.67988  4.83186
H  -2.03525  -1.94618  4.00492
H  -2.87325  -2.23789  5.69619
H  -0.75458  -0.99772  6.27400
H  -0.28146  -2.78731  6.63435
H  0.13087  -1.43616  3.67276
H  1.47189  -1.19432  5.00921
H  1.22383  -4.08440  5.21877
H  2.46738  -3.21666  4.07301
H  -0.27861  -3.53233  2.64421
H  0.26463  -5.24846  3.39474
H  1.98046  -5.55679  1.62918
H  2.63606  -3.80556  1.97103
H  1.25640  -4.63647  -0.55605
H  -0.11921  -3.72886  0.43767
H  2.89862  -2.42604  0.18554
H  1.64090  -2.33549  -1.27070
H  -0.18877  -1.48929  0.68582
H  1.37659  -1.24323  1.81039
H  2.24916  0.65001  0.09700
H  0.84118  0.18035  -1.11714
H  -0.06575  0.85696  1.91525
H  0.47215  2.36059  0.90632
H  -0.99720  1.36151  -1.20224
H  -1.77178  0.07392  -0.02484
H  -3.21248  2.52307  -0.57754
H  -1.79694  3.34629  0.38222
H  -4.54711  0.89500  2.66962
H  -3.11934  -0.09661  1.81774
H  -4.33258  0.46885  -0.61212
H  -5.71913  1.28616  0.43043
H  -4.87248  -1.89926  0.54518
H  -6.40293  -1.09232  -0.20497
H  -7.33600  -1.88106  1.91810
H  -6.97537  -0.01801  2.33778
H  -4.52925  -1.95897  3.10908
H  -5.42415  -0.58240  4.03447
H  -7.51628  -2.12636  4.55132
H  -5.91426  -2.56289  5.45278
H  -6.30746  -4.83504  4.80556
H  -7.63276  -4.44786  3.50275
H  -4.38397  -4.27264  3.10928
H  -5.70665  -3.85789  1.75391
H  -3.73932  -4.14788  0.06372
H  -2.80791  -5.84129  -0.07097
H  -2.92823  -4.99267  1.61807
C  2.54537  4.18240  -2.33484
C  1.33033  3.49318  -2.93420
O  0.09632  3.91780  -2.36049
C  -0.21772  5.30290  -2.48477
C  -0.31451  5.77376  -3.92598
H  2.58503  4.01544  -1.25133
H  3.46526  3.79473  -2.78529
H  2.52353  5.26181  -2.49742
H  1.40963  2.41757  -2.74722
H  1.30369  3.61528  -4.02107
H  0.50138  5.90479  -1.91942
H  -1.18981  5.44984  -1.99983
H  0.63204  5.65773  -4.45911
H  -0.59340  6.83110  -3.96308
H  -1.06857  5.19321  -4.46826
C  5.84537  7.80309  -3.73139
C  4.63033  7.11387  -4.33075
O  3.39632  7.53849  -3.75704
C  3.08228  8.92359  -3.88132
C  2.98549  9.39445  -5.32253
H  5.88503  7.63613  -2.64788
H  6.76526  7.41542  -4.18184
H  5.82353  8.88249  -3.89397
H  4.70963  6.03826  -4.14378
H  4.60369  7.23597  -5.41762
H  3.80138  9.52548  -3.31597
H  2.11019  9.07053  -3.39638
H  3.93204  9.27842  -5.85566
H  2.70660  10.45179  -5.35963
H  2.23143  8.81390  -5.86482
C  -8.41804  3.08155  5.90039
C  -8.44727  2.25355  4.62596
O  -8.92165  0.92386  4.82370
C  -10.24755  0.79218  5.33088
C  -11.30265  1.41684  4.43381
H  -7.79384  2.59439  6.65967
H  -8.01369  4.07911  5.69851
H  -9.41450  3.20595  6.32888
H  -7.42661  2.16838  4.23972
H  -9.03089  2.75096  3.84566
H  -10.30406  1.19475  6.34761
H  -10.44716  -0.28249  5.41441
H  -11.15778  2.49372  4.31980
H  -12.30119  1.25460  4.85060
H  -11.26455  0.97395  3.43275
C  7.21453  -8.02704  1.29481
C  5.85563  -7.66215  1.87001
O  5.81838  -6.36446  2.45892
C  6.11496  -5.26802  1.59727
C  5.16386  -5.15134  0.41830
H  7.98713  -7.97068  2.07157
H  7.19665  -9.04381  0.88831
H  7.51166  -7.35134  0.49034
H  5.60827  -8.37416  2.66376
H  5.06933  -7.75747  1.11533
H  7.15588  -5.32286  1.26187
H  6.03561  -4.35948  2.20552
H  5.20590  -6.02960  -0.23019
H  5.41359  -4.27474  -0.18694
H  4.13076  -5.05260  0.76856
C  3.56383  14.50185  -7.11941
C  3.45548  13.25478  -7.98177
O  2.33280  12.43751  -7.65945
C  1.04862  13.04195  -7.79403
C  0.74929  13.51734  -9.20562
H  3.61936  14.23017  -6.05802
H  4.45990  15.07290  -7.38462
H  2.70080  15.15914  -7.24259
H  4.34709  12.64001  -7.82275
H  3.44391  13.51048  -9.04544
H  0.93744  13.85625  -7.07046
H  0.31150  12.28008  -7.51485
H  1.45108  14.28674  -9.53602
H  -0.25955  13.93735  -9.25994
H  0.82057  12.68416  -9.91304
C  6.83131  -14.18979  0.06600
C  7.41309  -12.81080  0.33154
O  8.21267  -12.31607  -0.73998
C  7.56097  -12.16036  -1.99839
C  6.38703  -11.19691  -1.95599
H  7.63247  -14.91103  -0.13748
H  6.25729  -14.53541  0.93227
H  6.16432  -14.19153  -0.79838
H  8.06505  -12.86835  1.20892
H  6.62657  -12.09188  0.57943
H  7.25717  -13.13711  -2.38912
H  8.31190  -11.77063  -2.69548
H  5.60033  -11.53955  -1.27970
H  5.94880  -11.08675  -2.95245
H  6.71318  -10.21170  -1.60572

(3)
Computed, not measured: a molecular structure, C40H70ClN8O2PSi2 in a non-equilibrium geometry, with ωB97M-V/def2-TZVPD.

Kohn-Sham gap in eV: 8.14
Total charge: 0
E in Eh: -3534.9051

Element x y z (Å)
O  4.19040  -0.71580  0.85482
P  4.90072  0.46645  -0.25999
Cl  4.68731  -0.34319  -2.23655
Si  3.68513  2.30298  -0.06931
O  1.99403  1.98416  -0.43976
Si  0.92292  2.85516  0.69961
C  -0.30934  1.50408  1.38905
C  -1.82299  2.13245  1.69763
C  -2.74113  1.68094  0.37464
C  -3.10029  0.07347  0.27458
C  -3.96250  -0.44187  -1.03040
C  -4.40531  0.70671  -2.12824
C  -4.04910  2.31198  -2.02447
C  -3.17552  2.82562  -0.72264
H  4.95915  -1.28749  1.16750
H  3.74070  2.81318  1.29405
H  4.14890  3.27960  -1.08395
H  0.23317  3.86528  -0.13778
H  1.68591  3.46912  1.78403
H  -0.36865  0.68215  0.52551
H  0.14667  0.96946  2.33294
H  -1.82194  3.29852  1.82011
H  -2.29565  1.69454  2.69847
H  -2.69998  -0.65167  1.12792
H  -4.18725  -1.59325  -1.11841
H  -5.01441  0.32946  -3.06445
H  -4.37040  3.13155  -2.81833
H  -2.82811  3.94235  -0.53679
C  5.11740  0.35743  4.37178
C  6.61327  0.63555  4.30025
C  6.93968  2.06786  3.87991
C  6.53270  2.35009  2.49601
N  6.20880  2.57531  1.40501
H  4.64504  0.44956  3.38868
H  4.94143  -0.66153  4.73136
H  4.62136  1.05001  5.05918
H  7.08054  -0.07830  3.61135
H  7.04722  0.45469  5.29113
H  8.02103  2.22435  3.97049
H  6.45861  2.77783  4.56222
C  0.55476  -0.34606  -2.65379
C  0.61852  -1.13185  -3.95707
C  -0.61856  -0.94421  -4.83410
C  -1.82864  -1.51023  -4.22108
N  -2.78518  -1.95344  -3.73682
H  -0.26539  -0.69199  -2.01679
H  1.48692  -0.47135  -2.09350
H  0.41547  0.72260  -2.84566
H  0.76605  -2.19467  -3.73084
H  1.49934  -0.79931  -4.51959
H  -0.44562  -1.43700  -5.79808
H  -0.77059  0.12036  -5.04530
C  7.26749  3.95486  -1.34982
C  6.50728  5.27414  -1.30921
C  6.74390  6.14333  -2.54342
C  8.13176  6.61890  -2.63365
N  9.22771  6.99208  -2.70800
H  8.35017  4.11574  -1.34578
H  7.01763  3.35004  -0.47216
H  7.00759  3.37892  -2.24369
H  6.78341  5.82195  -0.40026
H  5.43521  5.05436  -1.23693
H  6.07421  7.01020  -2.49806
H  6.48074  5.58682  -3.45010
C  -8.34832  1.96357  -5.04138
C  -7.28989  2.10119  -6.12805
C  -5.86793  2.18825  -5.57561
C  -5.64314  3.41886  -4.80390
N  -5.46536  4.38808  -4.19159
H  -8.37802  2.84745  -4.39643
H  -9.33856  1.84828  -5.49379
H  -8.15719  1.08606  -4.41554
H  -7.51402  2.98271  -6.74060
H  -7.35538  1.22789  -6.78830
H  -5.16159  2.16119  -6.41368
H  -5.65351  1.31279  -4.95221
C  6.45811  -4.34045  5.02577
C  7.55801  -4.26468  6.07675
C  7.11457  -3.56906  7.36292
C  6.82314  -2.14351  7.15474
N  6.58941  -1.01901  6.99114
H  6.15776  -3.34382  4.68722
H  6.81152  -4.89646  4.15142
H  5.57389  -4.85243  5.41854
H  8.43010  -3.75463  5.65035
H  7.87337  -5.28592  6.32270
H  7.91335  -3.66262  8.10803
H  6.23408  -4.07299  7.77745
C  -3.28877  -5.12653  -4.77685
C  -3.96917  -6.37014  -4.21956
C  -5.21783  -6.77467  -5.00183
C  -6.29694  -5.78387  -4.88227
N  -7.14829  -5.00099  -4.79163
H  -3.93552  -4.24688  -4.69925
H  -2.37237  -4.91634  -4.21599
H  -3.01855  -5.26440  -5.82862
H  -4.21923  -6.20280  -3.16505
H  -3.25316  -7.20034  -4.25062
H  -5.57670  -7.73771  -4.62005
H  -4.96618  -6.92636  -6.05762
C  -6.91083  -6.05791  1.31018
C  -5.59440  -5.53956  0.74592
C  -5.41977  -5.83529  -0.74297
C  -5.29768  -7.27443  -1.01579
N  -5.20470  -8.41026  -1.23294
H  -6.96721  -7.14977  1.25781
H  -7.00832  -5.76969  2.36182
H  -7.76341  -5.64181  0.76409
H  -4.76284  -5.96783  1.31830
H  -5.55799  -4.45333  0.89303
H  -4.51519  -5.32874  -1.09953
H  -6.26036  -5.41842  -1.30925
C  -3.09498  4.62344  4.89564
C  -2.08183  4.13581  5.92318
C  -0.70158  4.76935  5.75506
C  -0.05039  4.36444  4.50107
N  0.46329  4.04846  3.51002
H  -2.80451  4.33819  3.87960
H  -4.07658  4.18262  5.09730
H  -3.19842  5.71258  4.93199
H  -2.00769  3.04319  5.86654
H  -2.45853  4.37936  6.92400
H  -0.06898  4.46550  6.59737
H  -0.78250  5.86145  5.79746

(4)
Computed, not measured: 2 unconnected molecules or ions with the total composition C6H12O, with ωB97M-V/def2-TZVPD.

Kohn-Sham gap (spin up / spin down) in eV: 7.79 / 7.79
Total charge: 0
Relative energy (zero: lowest compared OMol25 entry of this formula, charge and spin) in eV: 5.882
E in Eh: -310.8431

Element x y z (Å)
C  0.21337  -0.05005  -2.50345
C  0.21897  -0.89014  -1.22514
C  -0.58406  -0.25806  -0.10541
C  -0.46823  -0.81574  1.27862
C  0.88387  -0.41510  1.86381
C  -0.25999  0.49179  1.86889
O  -0.07733  2.15409  0.75192
H  -0.81018  0.10842  -2.86626
H  0.65223  0.93787  -2.31714
H  0.78074  -0.52578  -3.31228
H  1.25887  -1.05056  -0.90340
H  -0.17545  -1.89710  -1.44963
H  -1.63554  -0.08824  -0.36176
H  -0.19299  1.32586  0.08145
H  -1.05478  -1.62954  1.71277
H  1.73095  -0.24316  1.20448
H  1.15703  -0.79232  2.85097
H  -0.68810  1.05316  2.68754
H  -0.94941  2.58459  0.74401